<A>
ORCA calculation (ωB97M-V with the def2-TZVPD basis set) on C3H3ClN2O in the gas phase.

The value obtained for the HOMO energy is -8.5 eV. The net charge is 0. Its HOMO-LUMO gap is 9.0972 eV. The calculation puts the LUMO energy at 0.0225 hartree. The structure (SMILES) is [H]/N=c1\[nH]c(Cl)co1.

CARTESIAN COORDINATES (ANGSTROEM)
C -0.4449 0.7701 0.8517
C -0.1685 -0.3917 1.4143
C 0.1655 -0.6544 -0.7477
H -0.0156 -0.6806 2.4125
H 0.6264 -0.8273 -2.6380
H 0.2760 1.4424 -1.0320
N 0.4366 -1.3766 -1.7776
N -0.1651 0.6908 -0.5188
O 0.1921 -1.2899 0.4566
Cl -0.9025 2.3171 1.5790

<B>
ORCA calculation (ωB97M-V with the def2-TZVPD basis set) on C3H3ClN2O in the gas phase.

The value obtained for the HOMO energy (spin up / spin down) is -8.3 / -8.3 eV. The net charge is 0. Its HOMO-LUMO gap (spin up / spin down) is 7.6162 / 7.6141 eV. The calculation puts the LUMO energy (spin up / spin down) at -0.0234 / -0.0235 hartree.

CARTESIAN COORDINATES (ANGSTROEM)
C -0.2941 1.0156 0.0287
C 0.9542 0.2976 -0.0534
C -2.4749 0.2347 -0.6677
N -1.4478 0.5396 -0.1250
N 1.0474 -0.9920 -0.1658
O 2.3459 -1.5596 -0.0897
Cl -3.8313 -0.2658 0.1710
H -0.4540 2.0831 0.3673
H 1.8451 1.0637 0.1420
H 2.3096 -2.4168 0.3925

<C>
ORCA calculation (ωB97M-V with the def2-TZVPD basis set) on C3H3ClN2O as an isolated structure.

The value obtained for the HOMO energy is -11.2 eV. The net charge is 0. Its HOMO-LUMO gap is 11.8838 eV. The calculation puts the LUMO energy at 0.0247 hartree.

CARTESIAN COORDINATES (ANGSTROEM)
C 1.5018 0.2599 0.5048
C 0.0845 -0.0331 0.1142
C -1.8399 0.0817 -0.5779
H 1.5721 -0.1066 1.5267
H 1.6580 1.3357 0.5094
H -2.7322 0.4927 -1.0933
N -0.7038 0.8733 -0.3657
N -1.7966 -1.1641 -0.2736
O -0.4073 -1.2290 0.2319
Cl 2.6635 -0.5104 -0.5765

Which of them is the least stable? Correct choice: <B>.

<A>
ORCA calculation (ωB97M-V with the def2-TZVPD basis set) on a 4-piece molecular cluster, C3H14O3S overall.

The value obtained for the HOMO energy is -8.4 eV. The net charge is 0. Its HOMO-LUMO gap is 8.8989 eV. The calculation puts the LUMO energy at 0.0183 hartree. The structure (SMILES) is CCSC.O.O.O.

CARTESIAN COORDINATES (ANGSTROEM)
C -0.3723 -2.0372 1.5389
C 0.4693 -1.4766 0.4169
S 0.1616 0.3600 0.0443
C 1.0989 0.4007 -1.5107
H -1.3199 -2.4503 1.2035
H 0.1743 -2.9013 1.9674
H -0.3524 -1.4275 2.4757
H 1.4796 -1.7251 0.6610
H 0.2113 -1.8489 -0.5772
H 2.1575 0.1534 -1.3396
H 1.1642 1.3943 -1.9628
H 0.7664 -0.4225 -2.1250
H 3.9993 -0.0998 1.9152
H 3.1998 -1.2124 1.4614
O 3.1471 -0.2517 1.4784
H -0.1344 4.2797 -0.7801
H -0.0283 3.1144 0.2440
O -0.6182 3.7719 -0.1388
H -5.4891 1.1080 -2.2298
H -4.5507 0.8592 -1.0796
O -5.1639 0.4116 -1.6630

<B>
ORCA calculation (ωB97M-V with the def2-TZVPD basis set) on a 4-piece molecular cluster, C3H14O3S overall.

The value obtained for the HOMO energy is -9.0 eV. The net charge is 0. Its HOMO-LUMO gap is 9.4907 eV. The calculation puts the LUMO energy at 0.0178 hartree. The structure (SMILES) is CCCS.O.O.O.

CARTESIAN COORDINATES (ANGSTROEM)
C 0.7549 0.8200 2.4067
C 1.3946 -0.1999 1.4658
C 1.5774 0.2034 -0.0462
S 2.8372 -0.8860 -0.9154
H 0.6273 0.4069 3.5044
H 1.4323 1.6570 2.6151
H -0.1895 1.1234 1.9612
H 0.5067 -0.9901 1.3825
H 2.3119 -0.5886 1.8457
H 0.4866 0.2336 -0.4986
H 1.8998 1.2084 -0.2928
H 3.6050 -1.0543 0.1950
H -0.8342 0.1539 -2.0751
H 0.2237 -0.1998 -3.2367
O -0.6551 -0.4431 -2.8668
H -3.0349 -1.3428 -2.2645
H -3.1608 -2.1274 -1.0400
O -3.5045 -1.2916 -1.3909
H -2.4173 0.5473 -0.6907
H -2.0725 1.5306 0.4586
O -1.7884 1.2391 -0.5175

Which of them is the least stable? Correct choice: <B>.

<A>
ORCA calculation (ωB97M-V with the def2-TZVPD basis set) on C9H15N3 in the gas phase.

The value obtained for the HOMO energy is -7.6 eV. The net charge is 0. Its HOMO-LUMO gap is 8.4560 eV. The calculation puts the LUMO energy at 0.0328 hartree.

CARTESIAN COORDINATES (ANGSTROEM)
C 1.4059 0.2572 0.7468
C -1.0387 0.6277 -0.5599
C 2.6603 -0.0974 1.5858
C 3.5762 1.2098 1.3833
C 2.6418 2.3391 0.9640
C -0.9997 -1.6485 -0.3384
C -2.9374 -0.4523 -1.5052
C -2.5959 -0.3634 1.0741
C -1.9642 -0.4846 -0.3601
N -0.4531 1.6484 -0.4278
N 0.5288 2.3411 -0.1248
N 1.4690 1.5938 0.5591
H 2.2456 -0.2211 2.6958
H 3.0758 -1.0803 1.3370
H 4.1255 1.4630 2.3885
H 4.3115 1.0401 0.6201
H 2.2927 3.0995 1.7497
H 3.1497 2.9002 0.2336
H -1.3567 -2.5205 0.2138
H -0.7858 -2.0557 -1.2856
H 0.0239 -1.3207 0.0263
H -3.4670 -1.4613 -1.4538
H -3.6244 0.3850 -1.3877
H -2.3248 -0.4040 -2.4509
H -3.2419 0.4886 1.2317
H -3.1192 -1.3011 1.3285
H -1.8992 -0.2244 1.9344

<B>
ORCA calculation (ωB97M-V with the def2-TZVPD basis set) on a 2-piece molecular cluster, C9H15N3 overall.

The value obtained for the HOMO energy is -9.6 eV. The net charge is 0. Its HOMO-LUMO gap is 8.1342 eV. The calculation puts the LUMO energy at -0.0555 hartree. The structure (SMILES) is C[C@H]1[C@H](C)[C@H]1C.[H]/N=C1\C=NC=N1.

CARTESIAN COORDINATES (ANGSTROEM)
C 1.9160 -1.7937 -0.6687
C 1.2082 -0.4541 -0.4316
C 0.9985 0.2331 0.8783
C 1.2856 -0.5394 2.1483
C 2.0957 0.7232 -0.0835
C 2.0842 1.9540 -0.9483
C -3.0386 -0.4420 -0.6481
C -2.8865 0.9667 -0.5329
C -4.5076 0.3064 0.7478
H 1.9440 -1.9336 -1.7497
H 1.3855 -2.6272 -0.1922
H 2.9178 -1.7489 -0.2082
H 0.4282 -0.1855 -1.1694
H 0.0808 0.8512 0.9157
H 1.9547 -1.4081 1.9603
H 0.3523 -0.9434 2.5597
H 1.7580 0.0986 2.9144
H 3.1207 0.4749 0.2962
H 2.8595 1.8951 -1.7218
H 1.1383 2.0833 -1.5009
H 2.3027 2.8552 -0.3549
H -1.5927 -1.2124 -1.7544
H -2.1325 1.4151 -1.1798
H -5.3952 0.3230 1.3895
N -2.4215 -1.4276 -1.2155
N -3.6911 1.3207 0.3872
N -4.1653 -0.7845 0.1623

<C>
ORCA calculation (ωB97M-V with the def2-TZVPD basis set) on C9H15N3 in the gas phase.

The value obtained for the HOMO energy (spin up / spin down) is -6.5 / -6.5 eV. The net charge is 0. Its HOMO-LUMO gap (spin up / spin down) is 6.1937 / 6.1949 eV. The calculation puts the LUMO energy (spin up / spin down) at -0.0113 / -0.0113 hartree.

CARTESIAN COORDINATES (ANGSTROEM)
C 2.4359 1.0541 2.5370
C 1.6592 0.4225 1.6264
C -0.8795 0.9342 -0.4518
C 0.7412 -0.9684 -0.1707
C -1.7109 1.8565 0.4248
C -1.0082 1.2524 -1.9538
C 0.4583 -2.4481 -0.1845
C 1.4233 -0.6474 -1.5158
C -1.0493 -0.5151 1.3879
N 2.8504 1.8277 3.3335
N 1.6923 -0.6041 0.8093
N -0.5687 -0.2607 0.0365
H -1.8411 2.7140 -0.1408
H -1.1477 2.1056 1.2727
H -2.5572 1.2311 0.5956
H -1.9179 1.7485 -1.9782
H -0.8898 0.4498 -2.5252
H -0.2259 1.9484 -2.1971
H 0.2373 -2.7843 0.9135
H 1.3355 -3.0399 -0.5404
H -0.3707 -2.8373 -0.7318
H 1.5139 0.4677 -1.6286
H 0.6785 -0.9709 -2.2540
H 2.4106 -1.1053 -1.5941
H -0.8727 -1.6198 1.4949
H -0.3819 0.0259 2.0543
H -2.0148 -0.2372 1.3806

Which of them is the least stable? Correct choice: <A>.

<A>
ORCA calculation (ωB97M-V with the def2-TZVPD basis set) on an isolated ion of composition C5H12N2 and charge -1.

The value obtained for the HOMO energy (spin up / spin down) is 1.3 / -4.5 eV. The net charge is -1. Its HOMO-LUMO gap (spin up / spin down) is 2.7061 / 8.4300 eV. The calculation puts the LUMO energy (spin up / spin down) at 0.1488 / 0.1437 hartree. Its spin multiplicity is 2.

CARTESIAN COORDINATES (ANGSTROEM)
C 1.6797 -0.3502 -0.3342
C 0.5342 -0.6740 0.6314
C -0.8241 -0.1669 0.1939
C -1.5795 -0.8843 -0.6504
C -0.4521 2.1300 0.9564
N -1.3448 0.9664 0.8351
N 1.7622 -1.1827 -1.5265
H 1.5819 0.7223 -0.5101
H 2.6713 -0.4571 0.1252
H 0.4669 -1.7542 0.7781
H 0.7611 -0.1794 1.5763
H -1.2404 -1.8682 -0.9628
H -2.5982 -0.6868 -0.9649
H -0.1229 2.5235 -0.0083
H 0.3838 1.7872 1.5685
H -0.9016 2.9277 1.5441
H -2.2666 1.1782 0.4940
H 1.6467 -2.1749 -1.3350
H 1.0226 -0.9329 -2.1610

<B>
ORCA calculation (ωB97M-V with the def2-TZVPD basis set) on an isolated ion of composition C5H12N2 and charge -1.

The value obtained for the HOMO energy (spin up / spin down) is 1.3 / -3.8 eV. The net charge is -1. Its HOMO-LUMO gap (spin up / spin down) is 2.9679 / 7.9863 eV. The calculation puts the LUMO energy (spin up / spin down) at 0.1553 / 0.1540 hartree. Its spin multiplicity is 2.

CARTESIAN COORDINATES (ANGSTROEM)
C 2.0300 -0.5677 -0.2020
C 0.6330 -0.8484 -0.9285
C 0.0183 0.5452 -1.3871
C -1.1253 1.0258 -0.3847
N -0.6620 1.0615 0.9873
C -1.0969 -0.0128 1.7863
N -0.5109 -0.8470 2.5597
H 2.6576 -1.4928 0.0711
H 2.4844 -0.2675 -1.0797
H 2.0553 0.2928 0.5417
H -0.3035 -1.5603 -0.3692
H 0.9099 -1.5033 -1.8484
H -0.4939 0.4578 -2.4025
H 0.8222 1.3017 -1.6260
H -1.6808 1.8498 -1.0191
H -1.8695 0.2052 -0.3190
H -0.4883 2.0988 1.1303
H -2.2829 -0.1076 1.6607
H -1.0968 -1.6314 2.8292

Which of them is the least stable? Correct choice: <B>.

<A>
ORCA calculation (ωB97M-V with the def2-TZVPD basis set) on an isolated ion of composition C4H13N6 and charge +1.

The value obtained for the HOMO energy is -11.2 eV. The net charge is +1. Its HOMO-LUMO gap is 8.1628 eV. The calculation puts the LUMO energy at -0.1114 hartree.

CARTESIAN COORDINATES (ANGSTROEM)
C -2.0609 -0.1935 -0.0249
C 1.7151 -0.6536 1.2646
C 2.5334 0.6032 -0.6594
C 0.1312 -0.2407 -0.6792
N -1.9488 1.4567 0.4426
N -0.7266 -0.5620 0.1408
N -0.9722 2.1078 0.1827
N -2.9140 -0.6940 0.9058
N -2.4947 -0.3511 -1.3274
N 1.6242 -0.4139 -0.1741
H 2.4593 -1.4067 1.3678
H 2.2049 0.2030 1.7805
H 0.7942 -1.0596 1.6325
H 3.0799 0.4068 -1.6258
H 2.0038 1.5240 -0.6087
H 3.4272 0.7286 0.0074
H 0.1471 0.1326 -1.7746
H -2.7987 1.9439 0.6003
H -2.5002 -1.2616 1.6010
H -3.8468 -0.7816 0.5751
H -1.9613 0.2824 -1.9578
H -3.4878 -0.2282 -1.4305
H 1.8645 -1.2930 -0.5636

<B>
ORCA calculation (ωB97M-V with the def2-TZVPD basis set) on a 2-piece molecular cluster, C4H13N6 overall.

The value obtained for the HOMO energy is -13.3 eV. The net charge is +1. Its HOMO-LUMO gap is 10.1499 eV. The calculation puts the LUMO energy at -0.1159 hartree.

CARTESIAN COORDINATES (ANGSTROEM)
C 1.1536 0.1855 1.1242
C -0.2219 -0.3001 0.6197
C -0.0407 -0.4750 -0.9032
C 1.5078 0.3221 2.5618
N 1.8208 0.4555 0.0940
N 1.1137 0.0466 -1.0592
N -0.6216 -1.5344 1.3491
N -2.2714 1.6440 -0.8727
N -0.9313 -0.9647 -1.6838
N 1.8043 0.1991 -2.2603
H -0.8248 0.5476 1.0027
H 1.5384 1.3270 2.9112
H 2.5446 0.1098 2.5870
H 0.8777 -0.3334 3.2407
H -1.2862 -2.2130 0.9274
H 0.2350 -2.0455 1.7727
H -3.0554 1.2142 -0.2967
H -2.6640 2.1046 -1.6586
H -0.7762 -1.2660 -2.6681
H -1.8051 -1.2098 -1.3055
H 1.1745 0.1131 -3.0266
H -1.9444 2.3717 -0.2586
H 2.6725 -0.2990 -2.1971

Which of them is the least stable? Correct choice: <A>.